--- one ---
C31H39N11OSSr as an isolated structure. Source: the OMol25 dataset; level of theory: the ωB97M-V functional and the def2-TZVPD basis.

```
84
Properties=species:S:1:pos:R:3
Sr 0.30350 1.11207 0.28454
C 1.43220 3.47937 0.62464
C 2.40350 2.35777 0.31154
C 2.41030 2.03677 -1.13276
C 3.12990 2.85537 -2.00216
C 3.19790 2.52887 -3.34066
C 2.52760 1.38937 -3.77186
C 1.80000 0.66117 -2.85136
N 1.73610 0.97627 -1.55336
N 0.14810 3.04637 1.08254
C -0.90140 3.92397 0.63964
C -1.16720 3.74717 -0.82706
C -1.73740 4.77667 -1.57316
C -2.00750 4.56757 -2.91226
C -1.69340 3.33167 -3.46666
C -1.14540 2.36147 -2.65116
N -0.88260 2.56307 -1.35866
C 0.13100 2.80977 2.49844
C 1.11870 1.78897 2.95784
C 1.91170 2.05177 4.06824
C 2.80420 1.08997 4.50534
C 2.89130 -0.10263 3.80114
C 2.05110 -0.28573 2.71974
N 1.17740 0.62917 2.32214
H 1.29850 4.06597 -0.28866
H 1.89730 4.14847 1.36294
H 2.19040 1.48297 0.88354
H 3.40430 2.67717 0.60454
H 3.63850 3.72497 -1.61236
H 3.76690 3.13867 -4.02506
H 2.58170 1.08277 -4.80376
H 1.24350 -0.22323 -3.14006
H -0.69590 4.98357 0.85754
H -1.82900 3.65767 1.16064
H -1.95680 5.72247 -1.10346
H -2.45230 5.34717 -3.51166
H -1.87550 3.13557 -4.51096
H -0.89560 1.37047 -3.01746
H -0.86330 2.44227 2.77444
H 0.31230 3.74127 3.05704
H 1.82440 2.99707 4.58064
H 3.42150 1.27327 5.37194
H 3.59420 -0.86683 4.08904
H 2.05840 -1.18753 2.12194
N 0.41480 -6.12703 -2.44276
C 0.19510 -4.76393 -1.83666
C -1.29590 -4.52393 -1.66286
C -1.48270 -3.10143 -1.09926
N -0.93060 -2.16523 -2.08516
C -0.78150 -2.99603 0.26124
C 0.71190 -3.31723 0.19564
N 1.40900 -2.20903 -0.43026
C 0.92440 -4.69003 -0.50076
H -0.04820 -6.19233 -3.35906
H 0.00950 -6.83663 -1.81716
H 1.41610 -6.32883 -2.55696
H 0.57670 -4.01453 -2.53366
H -1.72410 -5.24853 -0.97196
H -1.81650 -4.59253 -2.61856
H -2.55280 -2.93573 -0.92206
H -0.75180 -1.26833 -1.61956
H -1.63390 -1.98013 -2.79746
H -1.27170 -3.68493 0.94934
H -0.85070 -1.96673 0.63794
H 1.09090 -3.41573 1.22044
H 1.10010 -2.12333 -1.39456
H 2.41660 -2.32703 -0.39546
H 0.53640 -5.45883 0.16944
H 1.99470 -4.86073 -0.63306
O -1.31920 0.04787 -0.12576
N -2.51730 -0.43873 -0.41756
C -3.57860 0.17047 0.00914
C -3.54430 1.37887 0.75474
N -3.47760 2.35707 1.35014
C -4.85360 -0.40763 -0.22506
N -5.88730 -0.87723 -0.36646
S -1.58680 -2.98923 3.78524
C -2.84540 -1.93473 3.29024
C -2.38880 -0.65643 3.23114
N -1.08300 -0.49493 3.55794
C -0.54220 -1.61653 3.87774
H -3.82930 -2.30663 3.09924
H -2.98110 0.20937 3.00674
H 0.47550 -1.72343 4.19044
```

Its frontier orbital gap is 0.3220 Ha. The LUMO energy comes out at -4.8 eV. The charge is +2. Its molecular weight is 701.42 g/mol.

--- two ---
C31H39N11OSSr as an isolated structure. Source: the OMol25 dataset; level of theory: the ωB97M-V functional and the def2-TZVPD basis.

```
84
Properties=species:S:1:pos:R:3
Sr 0.65539 -0.65997 0.27943
C 1.99076 -3.08634 1.34456
C 0.52990 -3.36059 0.85119
C 0.34458 -3.51139 -0.65567
C 0.71207 -4.71672 -1.24284
C 0.53435 -4.87919 -2.60549
C -0.00717 -3.83440 -3.34112
C -0.33719 -2.66792 -2.68030
N -0.16811 -2.49738 -1.36513
N 2.40926 -1.69379 1.59276
C 3.79595 -1.45332 1.18461
C 3.97379 -1.43272 -0.31752
C 5.21494 -1.73197 -0.86243
C 5.39208 -1.62960 -2.23061
C 4.31906 -1.24283 -3.01940
C 3.11499 -0.97680 -2.39807
N 2.93337 -1.06080 -1.07700
C 2.14832 -1.18698 2.95202
C 0.70747 -1.26550 3.43757
C 0.46694 -1.82091 4.68673
C -0.82722 -1.84362 5.18076
C -1.84879 -1.32785 4.40184
C -1.52548 -0.80885 3.16136
N -0.28161 -0.75947 2.68432
H 2.65419 -3.48781 0.57728
H 2.15719 -3.67874 2.25081
H -0.20930 -2.67222 1.27558
H 0.26425 -4.32191 1.28978
H 1.11982 -5.51568 -0.63768
H 0.80672 -5.80895 -3.08691
H -0.16820 -3.92041 -4.40612
H -0.75042 -1.82271 -3.21983
H 4.47451 -2.19548 1.62371
H 4.09077 -0.47720 1.56966
H 6.03048 -2.03211 -0.21793
H 6.35309 -1.84875 -2.67633
H 4.41239 -1.14869 -4.09167
H 2.25153 -0.66759 -2.97725
H 2.46750 -0.14096 2.97974
H 2.75153 -1.73254 3.68828
H 1.28442 -2.22113 5.27034
H -1.03289 -2.26312 6.15647
H -2.87463 -1.33384 4.74185
H -2.29253 -0.39878 2.51298
N -5.64098 2.02629 -2.87387
C -4.24861 1.80693 -2.29537
C -3.42468 3.06142 -2.52432
C -2.02028 2.85651 -1.94269
N -1.35226 1.76908 -2.67325
C -2.12646 2.51821 -0.45757
C -2.99393 1.29409 -0.16157
N -2.30821 0.04197 -0.50807
C -4.37971 1.46140 -0.82140
H -5.59605 2.23523 -3.87349
H -6.09642 2.81805 -2.41326
H -6.23729 1.20654 -2.74540
H -3.82590 0.97682 -2.86099
H -3.89859 3.91328 -2.02461
H -3.35737 3.29397 -3.59154
H -1.47474 3.80028 -2.03888
H -0.46834 1.58481 -2.19896
H -1.10110 2.09089 -3.60290
H -2.56121 3.37809 0.05870
H -1.13072 2.36717 -0.04068
H -3.16759 1.26912 0.91737
H -2.06806 0.02786 -1.49566
H -2.90163 -0.75616 -0.30604
H -4.90349 2.27761 -0.30926
H -4.97143 0.55091 -0.68291
O 0.84577 1.44700 -0.65753
N 1.23782 2.57169 -1.16531
C 2.32007 3.07397 -0.65523
C 2.99719 2.38544 0.40664
N 3.48476 1.77093 1.24678
C 2.79642 4.33256 -1.14456
N 3.17632 5.34815 -1.52205
S -1.74069 4.25427 2.87861
C -0.13604 4.59154 2.40306
C 0.63419 3.48839 2.58230
N -0.01433 2.38211 3.07748
C -1.26736 2.65879 3.28066
H 0.16176 5.56421 2.04832
H 1.69640 3.43890 2.40036
H -1.97531 1.95918 3.70276
```

Its frontier orbital gap is 0.3081 Ha. The LUMO energy comes out at -4.9 eV. The charge is +2. Its molecular weight is 701.42 g/mol.

Verdict on stability: two comes out on top.

--- one ---
One molecule with the formula C6H8N2. Source: the OMol25 dataset; level of theory: the ωB97M-V functional and the def2-TZVPD basis.

```
16
Properties=species:S:1:pos:R:3
C -0.04322 -1.71287 -0.50473
C 0.60248 -0.27646 1.74844
C 0.22103 1.64880 0.51433
C -0.38169 0.26820 -1.74210
C -0.51183 0.63708 -0.29191
C 0.51300 -0.52795 0.23099
H -1.54836 -1.49814 -2.27318
H 0.27659 -2.74020 -0.67033
H 0.91588 -0.63111 2.83865
H 0.93052 1.51508 2.40572
H 0.23995 2.80998 0.57968
H -0.99603 0.66268 -2.76158
H -1.44704 0.20161 0.20270
H 1.33475 -0.24804 -0.40164
N -0.67303 -1.14730 -1.54923
N 0.56702 1.03864 1.67420
```

Its frontier orbital gap is 0.2645 Ha. The LUMO energy comes out at 0.7 eV. The charge is 0. Its molecular weight is 108.14 g/mol.

--- two ---
One molecule with the formula C6H8N2. Source: the OMol25 dataset; level of theory: the ωB97M-V functional and the def2-TZVPD basis.

```
16
Properties=species:S:1:pos:R:3
C -2.26854 -0.51780 0.75502
C -1.02027 -0.19924 0.26638
C 0.63921 0.32822 -1.23788
C 1.24436 -0.70862 -0.37256
C 1.12964 0.12117 1.00537
C 0.16298 -1.01475 0.67203
H -2.16610 -1.34507 1.55083
H -3.21891 0.12202 0.82049
H -1.25895 1.31596 -1.38942
H 0.67736 1.84792 -2.29973
H 2.18664 -1.26791 -0.69435
H 1.95754 0.19313 1.83815
H 0.96119 1.29358 0.64246
H 0.18349 -1.86891 1.34103
N -0.61068 0.67203 -0.83237
N 1.40102 1.02826 -2.06545
```

Its frontier orbital gap is 0.3448 Ha. The SMILES is [H]/N=C1\NC(=C)[C@@H]2C[C@H]12. The LUMO energy comes out at 0.9 eV. The charge is 0. Its molecular weight is 108.14 g/mol.

Verdict on stability: two comes out on top.

--- one ---
One molecule with the formula C6H8N2. Source: the OMol25 dataset; level of theory: the ωB97M-V functional and the def2-TZVPD basis.

```
16
Properties=species:S:1:pos:R:3
C -0.05608 -0.18322 2.25441
C 0.86868 0.32015 1.14985
C 0.24475 0.10941 -0.26639
C 0.19686 -1.16596 -0.91691
C -0.84367 -0.04558 -2.65294
C -0.28214 1.17261 -0.90353
H -1.07072 0.33624 2.35613
H 0.46080 -0.04594 3.20944
H -0.31320 -1.29614 2.10968
H 1.07159 1.43340 1.22919
H 1.79269 -0.26463 1.31279
H 0.61868 -2.14514 -0.49601
H -1.15678 -0.26363 -3.75628
H -0.29116 2.11101 -0.41704
N -0.37364 -1.19856 -2.11783
N -0.86668 1.12596 -2.09456
```

Its frontier orbital gap is 0.3843 Ha. The SMILES is CCc1cncnc1. The LUMO energy comes out at 0.7 eV. The charge is 0. Its molecular weight is 108.14 g/mol.

--- two ---
One molecule with the formula C6H8N2. Source: the OMol25 dataset; level of theory: the ωB97M-V functional and the def2-TZVPD basis.

```
16
Properties=species:S:1:pos:R:3
C -2.09006 -0.90719 0.25959
C -0.98955 -1.46804 0.07322
C -2.43455 0.42064 -0.21607
C 0.24189 -1.32113 -0.46692
C 1.47858 -1.28324 0.25372
C 0.58329 1.58995 0.28865
N -1.40857 1.11531 -0.60785
N -0.20150 0.92271 -0.62225
H -3.31645 0.89075 -0.62764
H 0.38518 -1.73219 -1.45155
H 1.34851 -0.64069 1.13865
H 2.31610 -0.80663 -0.38115
H 1.74847 -2.29447 0.52669
H 0.78967 1.03109 1.18768
H 1.51347 2.03078 0.05320
H 0.03553 2.45234 0.59202
```

Its frontier orbital gap (spin up / spin down) is 0.2832 / 0.2769 Ha. The SMILES is CC=C=C=C/N=N/C. The LUMO energy (spin up / spin down) comes out at 0.1 / -0.1 eV. The charge is 0. Its molecular weight is 108.14 g/mol.

Verdict on stability: one comes out on top.

--- one ---
One molecule with the formula C6H8N2. Source: the OMol25 dataset; level of theory: the ωB97M-V functional and the def2-TZVPD basis.

```
16
Properties=species:S:1:pos:R:3
C 2.81839 -0.19290 0.02936
C 1.33516 0.00986 -0.04420
C 0.74926 1.24583 -0.00563
C -0.63158 1.22219 -0.04439
C -1.36098 0.00466 0.02332
C -2.83720 -0.11874 0.00484
H 3.14628 -0.94081 -0.73728
H 3.42737 0.85942 -0.14552
H 3.07382 -0.59849 1.00062
H 1.40455 2.12695 0.15626
H -1.24888 2.09136 -0.01456
H -3.30812 0.85456 -0.36597
H -3.29281 -0.23852 1.03273
H -3.20218 -0.95538 -0.58008
N -0.67480 -1.17927 0.01089
N 0.61220 -1.13851 -0.02888
```

Its frontier orbital gap is 0.3522 Ha. The SMILES is Cc1ccc(C)nn1. The LUMO energy comes out at 0.7 eV. The charge is 0. Its molecular weight is 108.14 g/mol.

--- two ---
One molecule with the formula C6H8N2. Source: the OMol25 dataset; level of theory: the ωB97M-V functional and the def2-TZVPD basis.

```
16
Properties=species:S:1:pos:R:3
C -0.01860 1.23234 -1.13242
C 1.46997 0.81445 -0.20430
C 0.53999 -1.46755 1.07068
C -1.58684 -0.73983 -0.08901
C -0.25846 -0.85345 -0.09436
C 0.10488 0.73436 0.15947
H -2.17969 1.24458 -0.73409
H -0.19720 2.22115 -1.52779
H 1.70657 1.75325 0.36350
H 2.60871 -0.99053 1.13136
H -0.05621 -2.44296 1.44159
H -2.40014 -1.52444 -0.30783
H 0.22845 -1.15897 -1.05521
H -0.08110 1.00074 1.11988
N -1.44291 0.81803 -1.41125
N 1.56258 -0.64116 1.26978
```

Its frontier orbital gap is 0.1859 Ha. The LUMO energy comes out at -1.5 eV. The charge is 0. Its molecular weight is 108.14 g/mol.

--- three ---
C6H8N2 as an isolated structure. Source: the OMol25 dataset; level of theory: the ωB97M-V functional and the def2-TZVPD basis.

```
16
Properties=species:S:1:pos:R:3
C 0.40412 -0.43250 -0.17108
C -0.11807 1.08043 -1.41927
C -1.18883 0.67191 0.58474
C 1.39895 -1.34602 -0.18855
C -2.20081 1.20342 1.51007
C 2.37599 -1.23819 -1.29288
N -0.48334 -0.34929 0.81910
N -1.06064 1.37851 -0.57459
H 1.53499 -2.06519 0.67509
H -1.75303 1.25340 2.49758
H -2.36391 2.34955 1.25821
H -3.26309 0.64650 1.50184
H 2.81455 -0.18036 -1.22736
H 1.87866 -1.15845 -2.24451
H 3.17219 -1.98434 -1.38182
H -1.48482 2.29945 -0.59195
```

Its frontier orbital gap is 0.3085 Ha. The LUMO energy comes out at 0.0 eV. The charge is 0. Its molecular weight is 108.14 g/mol.

--- four ---
One molecule with the formula C6H8N2. Source: the OMol25 dataset; level of theory: the ωB97M-V functional and the def2-TZVPD basis.

```
16
Properties=species:S:1:pos:R:3
C -2.89210 -0.23006 -0.58434
C -2.15208 0.36732 0.68784
C 0.84429 0.85628 -0.57787
C 1.57091 -0.05980 0.43748
C 2.98176 -0.58284 0.03266
C 4.18150 -0.97289 0.15452
H -3.89941 -0.16776 -0.30651
H -2.68156 -1.27524 -0.84655
H -2.70495 0.34450 -1.45214
H -2.96751 0.48729 1.45163
H 1.37662 1.22483 -1.51742
H 0.96478 -0.96496 0.39958
H 1.74638 0.30010 1.46698
H 5.14435 -1.60076 0.34870
N -1.11901 1.02711 0.71470
N -0.39397 1.24689 -0.40927
```

Its frontier orbital gap is 0.3716 Ha. The SMILES is C#CC/C=N\N=C/C. The LUMO energy comes out at 0.9 eV. The charge is 0. Its molecular weight is 108.14 g/mol.

Verdict on stability: one comes out on top.